{"formula": "Cl3F2NP2S", "method": "wB97M-V/def2-TZVPD", "relative_energy_kcal_mol": 92.8, "energy_ev": -73906.2320, "e_lumo_ev": [-3.2, -3.2], "gap_ev": [6.95, 6.95], "species": ["Cl", "F", "S", "Cl", "P", "N", "F", "Cl", "P"], "xyz": [[2.46, 2.16, -1.10], [-0.67, -2.40, 1.57], [-2.56, -0.28, 0.70], [-0.16, 2.38, 0.65], [-0.87, -1.21, 0.52], [1.65, -0.06, 0.58], [-0.75, -2.17, -0.74], [-0.13, 0.53, -1.88], [1.03, 1.05, -0.29]]}



{"formula": "Cl3H3Si3", "method": "wB97M-V/def2-TZVPD", "relative_energy_kcal_mol": 11.2, "energy_ev": -61250.0725, "e_lumo_ev": -1.1, "gap_ev": 7.74, "smiles": "Cl[Si@H]1[Si@@H](Cl)[Si@H]1Cl", "species": ["H", "Si", "Si", "H", "Cl", "Cl", "Si", "Cl", "H"], "xyz": [[-0.78, 2.30, 0.34], [-0.19, 1.12, 0.83], [-0.98, -0.85, -0.25], [1.57, 0.65, -2.20], [-1.11, -3.04, 0.24], [0.03, 1.16, 2.73], [1.04, 0.09, -0.94], [2.67, -0.86, -0.03], [-2.25, -0.57, -0.71]]}



{"formula": "Cl3PS", "method": "wB97M-V/def2-TZVPD", "relative_energy_kcal_mol": 1.8, "energy_ev": -57692.0872, "e_lumo_ev": -1.1, "gap_ev": 8.42, "smiles": "ClSP(Cl)Cl", "species": ["P", "Cl", "S", "Cl", "Cl"], "xyz": [[0.55, -1.05, -0.11], [-1.68, 1.53, 1.91], [-1.05, 0.56, 0.13], [2.25, 0.00, 0.09], [-0.07, -1.05, -2.02]]}



{"formula": "Cl4Mg", "method": "wB97M-V/def2-TZVPD", "relative_energy_kcal_mol": 2.6, "total_charge": -2, "energy_ev": -55543.2905, "e_lumo_ev": 6.4, "gap_ev": 8.46, "species": ["Cl", "Cl", "Cl", "Mg", "Cl"], "xyz": [[-16.33, -6.35, 1.24], [-16.36, -9.57, -0.88], [-19.63, -8.18, 0.26], [-17.52, -7.47, -0.31], [-17.77, -6.11, -2.29]]}



{"formula": "Cl4NOP", "method": "wB97M-V/def2-TZVPD", "relative_energy_kcal_mol": 0.0, "spin_multiplicity": 3, "energy_ev": -62913.6443, "e_lumo_ev": [-0.3, -3.2], "gap_ev": [9.27, 7.99], "species": ["Cl", "Cl", "P", "O", "Cl", "N", "Cl"], "xyz": [[1.82, 0.71, 1.73], [1.37, 0.02, -2.21], [-0.04, 0.04, 1.11], [-1.11, 0.86, 1.66], [-0.37, -1.89, 1.86], [-0.21, -0.35, -1.78], [-1.45, 0.61, -2.37]]}



{"formula": "Cl5HOSi2", "method": "wB97M-V/def2-TZVPD", "relative_energy_kcal_mol": 43.1, "energy_ev": -80437.8558, "e_lumo_ev": -0.1, "gap_ev": 10.85, "smiles": "Cl[Si](Cl)(Cl)Cl.O=[SiH]Cl", "species": ["O", "Cl", "H", "Si", "Cl", "Cl", "Cl", "Cl", "Si"], "xyz": [[1.49, 0.45, -0.68], [-0.90, -1.25, 0.13], [2.69, -1.90, -0.97], [1.98, -0.84, -0.16], [-0.64, 1.97, 1.38], [1.79, -1.18, 1.80], [-3.60, 0.71, 0.41], [-1.21, 1.31, -1.92], [-1.60, 0.74, 0.01]]}



{"formula": "Cl6HfO24", "method": "wB97M-V/def2-TZVPD", "relative_energy_kcal_mol": 0.0, "total_charge": -2, "energy_ev": -125539.8590, "e_lumo_ev": 4.7, "gap_ev": 9.98, "species": ["O", "O", "O", "Cl", "Cl", "O", "O", "O", "O", "O", "O", "Cl", "O", "O", "O", "O", "Hf", "O", "O", "O", "O", "O", "Cl", "O", "Cl", "O", "O", "O", "Cl", "O", "O"], "xyz": [[8.45, 21.92, -8.99], [6.45, 23.42, -7.11], [3.69, 20.19, -8.40], [5.50, 24.48, -6.60], [8.66, 20.87, -7.95], [4.47, 21.96, -2.06], [5.71, 18.99, -7.80], [6.68, 21.23, -3.62], [6.73, 21.09, -1.15], [7.81, 21.27, -6.73], [3.05, 23.32, -3.19], [7.40, 20.74, -2.44], [8.87, 25.49, -4.41], [2.50, 20.87, -3.08], [7.52, 24.43, -2.68], [10.02, 20.73, -7.49], [6.43, 22.08, -5.43], [4.13, 24.44, -7.42], [6.21, 25.79, -6.42], [5.36, 21.21, -6.84], [5.23, 24.01, -5.23], [8.73, 21.33, -2.43], [3.58, 21.95, -3.23], [7.69, 19.23, -2.47], [8.54, 24.21, -3.78], [8.19, 19.56, -8.48], [5.88, 20.78, -9.33], [9.78, 23.67, -3.29], [5.17, 20.27, -8.06], [7.96, 23.21, -4.80], [4.40, 21.74, -4.50]]}



{"formula": "Cl6O24Sr", "method": "wB97M-V/def2-TZVPD", "relative_energy_kcal_mol": 41.5, "total_charge": -4, "energy_ev": -125067.5204, "e_lumo_ev": 8.5, "gap_ev": 8.16, "species": ["O", "O", "O", "O", "Cl", "O", "Cl", "O", "O", "O", "Sr", "O", "Cl", "O", "O", "O", "O", "O", "O", "O", "Cl", "O", "O", "O", "O", "O", "O", "Cl", "O", "O", "Cl"], "xyz": [[-1.64, 3.19, -3.11], [1.56, -4.33, -0.09], [-3.21, 0.22, -0.75], [1.80, -0.16, -1.09], [-2.55, -1.56, 3.48], [0.78, -2.44, 1.11], [-2.70, -0.84, -1.63], [2.62, 4.20, -0.03], [1.42, -0.62, -3.38], [-1.66, -0.68, 2.73], [-0.20, 0.31, 0.71], [-0.05, -4.61, 1.60], [-1.04, 3.43, -1.81], [3.22, -1.64, -2.24], [-1.84, -1.96, 4.69], [3.84, 2.27, 0.52], [-3.73, -0.81, 3.85], [-2.91, -2.70, 2.70], [-2.03, 4.05, -0.95], [-3.56, -1.99, -1.58], [2.80, 3.17, 0.94], [0.11, 4.27, -1.98], [-1.39, -1.21, -1.13], [2.16, -4.01, 2.18], [3.29, 0.66, -2.74], [-0.65, 2.16, -1.21], [3.14, 3.75, 2.23], [1.10, -3.85, 1.19], [1.55, 2.43, 1.13], [-2.65, -0.28, -2.95], [2.43, -0.44, -2.38]]}



{"formula": "ClF2H", "method": "wB97M-V/def2-TZVPD", "relative_energy_kcal_mol": 1.1, "energy_ev": -17971.3781, "e_lumo_ev": -1.3, "gap_ev": 10.94, "smiles": "FCl.F", "species": ["F", "H", "Cl", "F"], "xyz": [[0.85, -1.28, 1.07], [-0.81, 1.23, -0.38], [1.42, -1.83, -0.37], [-1.46, 1.89, -0.32]]}



{"formula": "ClF2H3N2O2PS", "method": "wB97M-V/def2-TZVPD", "total_charge": -1, "energy_ev": -45200.7921, "e_lumo_ev": 1.7, "gap_ev": 6.34, "species": ["O", "N", "N", "Cl", "F", "O", "H", "P", "H", "S", "H", "F"], "xyz": [[-2.78, 0.81, -0.46], [2.37, -0.36, 0.85], [-0.22, 0.42, 0.21], [-0.06, 1.57, -1.07], [1.52, 3.17, -0.95], [-1.93, -1.61, -0.63], [0.65, -2.15, 0.13], [1.08, -0.78, -0.05], [2.11, 0.46, 1.44], [-1.82, -0.28, 0.17], [1.51, -0.65, -1.42], [-2.43, -0.61, 1.77]]}